# 1
ORCA calculation (ωB97M-V with the def2-TZVPD basis set) on one molecule with the formula C3H8OS.

Positions of all 13 atoms, in Å:
C 0.150 -1.739 -0.324
C -0.283 -0.431 -0.022
S 0.280 0.583 -1.353
C -0.092 -0.165 1.397
O -0.470 1.276 1.633
H -0.194 -2.515 0.313
H -0.126 -2.202 -1.313
H 1.259 -1.582 -0.327
H -1.424 -0.349 0.082
H 1.548 0.583 -0.954
H -1.149 -0.601 1.871
H 1.006 -0.562 1.987
H -0.287 1.706 0.617

Summary:
- spin multiplicity = 1
- structure (SMILES) = C[C@H](S)CO
- calculated total energy (eV) = -16120.4753
- strongest force on any atom (hartree/bohr) = 0.104
- ΔE to the lowest compared entry with this formula, charge and spin (kcal/mol) = 63.7

# 2
ORCA calculation (ωB97M-V with the def2-TZVPD basis set) on one molecule with the formula C21H30FN3O2.

Positions of all 57 atoms, in Å:
O 0.017 0.405 2.451
C -0.361 0.986 1.450
C -1.813 1.403 1.250
C -2.401 0.728 -0.028
C -2.501 1.815 -1.085
O -1.497 2.310 -1.572
N -3.727 2.267 -1.388
C -4.973 1.692 -0.937
C -4.750 0.932 0.369
N -3.650 0.022 0.147
C -3.577 -1.109 1.062
C -2.504 -2.066 0.616
C -2.620 -2.696 -0.619
C -1.629 -3.544 -1.077
C -0.518 -3.755 -0.280
F 0.459 -4.576 -0.724
C -0.377 -3.146 0.953
C -1.378 -2.298 1.395
N 0.430 1.316 0.418
C 1.797 0.838 0.298
C 2.684 1.967 -0.243
C 4.026 2.119 0.477
C 4.800 0.830 0.747
C 5.294 0.065 -0.480
C 4.226 -0.551 -1.392
C 3.065 -1.239 -0.663
C 1.777 -0.417 -0.589
H -2.378 1.104 2.133
H -1.862 2.491 1.163
H -1.673 -0.005 -0.397
H -3.771 2.978 -2.105
H -5.358 0.998 -1.695
H -5.703 2.494 -0.794
H -4.559 1.643 1.189
H -5.648 0.362 0.612
H -4.551 -1.608 1.025
H -3.391 -0.806 2.104
H -3.491 -2.507 -1.227
H -1.705 -4.036 -2.033
H 0.504 -3.326 1.547
H -1.261 -1.798 2.345
H 0.010 1.742 -0.403
H 2.095 0.565 1.315
H 2.142 2.909 -0.127
H 2.841 1.826 -1.311
H 4.654 2.799 -0.105
H 3.842 2.592 1.445
H 5.683 1.100 1.335
H 4.199 0.170 1.370
H 5.933 -0.744 -0.115
H 5.922 0.725 -1.083
H 3.829 0.203 -2.070
H 4.735 -1.289 -2.019
H 2.815 -2.159 -1.197
H 3.373 -1.532 0.340
H 0.990 -1.070 -0.197
H 1.482 -0.120 -1.599

Summary:
- spin multiplicity = 1
- structure (SMILES) = O=C(C[C@@H]1C(=O)NCCN1Cc1ccc(F)cc1)NC1CCCCCCC1
- calculated total energy (eV) = -33548.2774
- strongest force on any atom (hartree/bohr) = 0.012
- ΔE to the lowest compared entry with this formula, charge and spin (kcal/mol) = 11.6

# 3
ORCA calculation (ωB97M-V with the def2-TZVPD basis set) on C53H65Cl2N4O7RbS2Si3Te as an isolated structure.

Positions of all 138 atoms, in Å:
Rb -0.757 1.444 1.242
Cl -5.614 6.286 3.958
C -4.144 5.600 3.273
C -2.992 5.498 4.070
C -1.844 4.979 3.549
C -1.745 4.491 2.195
O -0.675 4.004 1.746
C -2.950 4.629 1.411
C -2.999 4.324 0.004
N -2.105 3.710 -0.676
C -2.159 3.762 -2.057
C -2.402 4.934 -2.742
C -2.321 4.993 -4.148
C -1.970 3.893 -4.874
C -1.698 2.671 -4.208
C -1.284 1.508 -4.899
C -0.999 0.381 -4.196
C -1.161 0.403 -2.792
N -1.584 1.438 -2.120
C -1.814 2.588 -2.803
C -4.114 5.185 1.973
H -3.028 5.831 5.101
H -0.955 4.897 4.161
H -3.900 4.696 -0.513
H -2.594 5.835 -2.174
H -2.505 5.938 -4.647
H -1.867 3.939 -5.952
H -1.166 1.547 -5.977
H -0.625 -0.514 -4.677
H -0.931 -0.488 -2.221
H -4.999 5.286 1.353
O -4.292 -3.116 5.645
C -3.612 -2.011 5.230
O -3.011 -1.353 6.028
C -3.665 -1.686 3.790
C -4.280 -2.326 2.730
Cl -5.094 -3.845 2.715
N -4.031 -1.634 1.603
N -3.253 -0.555 1.885
C -3.035 -0.567 3.183
C -2.055 0.483 3.718
O -0.868 0.067 3.701
O -2.498 1.604 3.950
C -4.449 -1.836 0.254
C -3.590 -1.432 -0.759
C -3.977 -1.590 -2.080
C -5.207 -2.151 -2.391
C -6.063 -2.538 -1.371
C -5.695 -2.373 -0.044
H -4.710 -3.558 4.894
H -2.635 -0.989 -0.517
H -3.305 -1.263 -2.863
H -5.503 -2.272 -3.425
H -7.035 -2.955 -1.601
H -6.388 -2.632 0.742
C -1.749 -7.388 -3.241
Si -1.448 -6.032 -1.971
C -3.097 -5.402 -1.339
C -0.483 -6.774 -0.546
C -0.509 -4.627 -2.761
Te 0.039 -3.127 -1.314
C 1.642 -2.338 -2.491
Si 3.319 -3.021 -2.017
C 3.240 -4.898 -1.854
C 3.916 -2.288 -0.402
C 4.557 -2.664 -3.385
H -2.321 -8.213 -2.809
H -0.801 -7.792 -3.605
H -2.303 -7.009 -4.102
H -3.646 -6.191 -0.817
H -3.726 -5.031 -2.152
H -2.958 -4.573 -0.640
H -0.969 -7.683 -0.181
H -0.402 -6.068 0.283
H 0.535 -7.030 -0.851
H -1.113 -4.141 -3.531
H 0.411 -4.992 -3.224
H 1.592 -1.241 -2.404
H 1.382 -2.600 -3.521
H 2.479 -5.194 -1.129
H 4.204 -5.285 -1.511
H 3.010 -5.376 -2.811
H 3.583 -2.887 0.449
H 3.534 -1.274 -0.261
H 5.009 -2.250 -0.384
H 4.318 -3.229 -4.290
H 5.564 -2.947 -3.064
H 4.576 -1.607 -3.645
O 2.231 3.840 0.872
S 1.863 3.014 2.040
C 2.090 4.029 3.504
C 2.894 5.152 3.424
C 3.062 5.936 4.556
C 2.423 5.597 5.743
C 1.601 4.479 5.799
C 1.421 3.692 4.670
C 3.313 1.951 2.311
C 4.111 1.732 1.198
C 5.202 0.878 1.305
C 5.490 0.260 2.513
C 4.673 0.474 3.617
C 3.570 1.310 3.515
H 3.354 5.395 2.474
H 3.686 6.820 4.511
H 2.551 6.217 6.622
H 1.077 4.233 6.715
H 0.743 2.844 4.682
H 3.832 2.197 0.257
H 5.812 0.688 0.431
H 6.344 -0.403 2.594
H 4.888 -0.018 4.559
H 2.920 1.462 4.369
C 2.830 0.800 -4.744
Si 3.051 1.668 -3.036
C 4.820 1.155 -2.513
C 3.148 3.490 -3.570
C 1.832 1.363 -1.799
H 3.614 1.050 -5.470
H 1.865 1.108 -5.160
H 2.796 -0.289 -4.639
H 5.511 1.044 -3.356
H 4.794 0.207 -1.967
H 5.231 1.907 -1.832
H 3.946 3.673 -4.298
H 3.308 4.128 -2.698
H 2.201 3.794 -4.029
H 1.059 2.110 -1.637
H 1.983 0.684 -0.957
C 1.618 -1.748 3.472
S 1.090 -2.421 1.898
C -0.588 -2.792 2.414
O 1.020 -1.243 0.969
H 0.951 -0.926 3.737
H 2.640 -1.397 3.333
H 1.588 -2.539 4.223
H -0.552 -3.606 3.141
H -1.143 -3.105 1.530
H -0.999 -1.882 2.854

Summary:
- spin multiplicity = 1
- net charge = -2
- calculated total energy (eV) = -154609.2918
- strongest force on any atom (hartree/bohr) = 0.020
- ΔE to the lowest compared entry with this formula, charge and spin (kcal/mol) = 21.2

# 4
ORCA calculation (ωB97M-V with the def2-TZVPD basis set) on one molecule with the formula C3H9N3OS.

Positions of all 17 atoms, in Å:
C -0.473 -0.045 -1.758
N -0.506 0.537 -0.329
N -1.534 1.502 -0.071
C 0.190 -0.151 0.664
C 0.355 -1.607 0.710
O 1.552 -2.220 0.015
N 0.883 0.319 1.669
S 0.961 2.014 1.788
H 0.481 -0.624 -1.751
H -0.418 0.671 -2.494
H -1.422 -0.691 -1.856
H -2.354 1.083 0.495
H -1.092 2.439 0.160
H 0.594 -1.786 1.833
H -0.506 -2.096 0.297
H 2.312 -1.646 0.214
H 0.976 2.304 0.413

Summary:
- spin multiplicity = 1
- structure (SMILES) = CN(N)/C(CO)=N\S
- calculated total energy (eV) = -20606.6139
- strongest force on any atom (hartree/bohr) = 0.096
- ΔE to the lowest compared entry with this formula, charge and spin (kcal/mol) = 80.9

# 5
ORCA calculation (ωB97M-V with the def2-TZVPD basis set) on C39H51BN6O3P2Ti as an isolated structure.

Positions of all 103 atoms, in Å:
Ti 0.432 -0.664 0.076
C -4.690 -0.467 2.285
C -3.708 -0.362 1.169
C -3.962 -0.161 -0.173
C -2.704 -0.095 -0.783
N -1.743 -0.245 0.138
N -2.377 -0.428 1.333
B -1.651 -0.520 2.689
N -0.999 0.856 2.947
N -1.285 1.886 2.111
C -0.828 2.982 2.700
C -0.215 2.674 3.929
C -0.356 1.310 4.049
C 0.039 0.417 5.171
C -1.101 4.301 2.101
C -2.299 4.513 1.420
C -2.571 5.744 0.846
C -1.658 6.784 0.954
C -0.471 6.586 1.645
C -0.196 5.353 2.215
N -0.690 -1.763 2.705
N 0.122 -2.070 1.655
C 0.629 -3.286 1.871
C 0.112 -3.800 3.058
C -0.723 -2.815 3.555
C -1.531 -2.911 4.805
C 1.550 -3.960 0.935
C 1.271 -5.271 0.554
C 2.114 -5.947 -0.315
C 3.246 -5.318 -0.810
C 3.535 -4.015 -0.424
C 2.697 -3.338 0.449
C -2.475 0.144 -2.226
C -1.245 0.508 -2.757
C -1.097 0.760 -4.114
C -2.178 0.639 -4.973
C -3.412 0.261 -4.459
C -3.557 0.020 -3.104
H -5.698 -0.385 1.881
H -4.544 0.327 3.017
H -4.604 -1.420 2.807
H -4.932 -0.052 -0.621
H -2.451 -0.772 3.544
H 0.218 3.349 4.647
H 0.273 1.014 6.051
H 0.916 -0.187 4.927
H -0.775 -0.256 5.429
H -3.003 3.695 1.337
H -3.502 5.893 0.314
H -1.873 7.746 0.507
H 0.245 7.393 1.738
H 0.734 5.194 2.749
H 0.331 -4.751 3.510
H -1.504 -3.944 5.149
H -2.568 -2.624 4.647
H -1.128 -2.287 5.599
H 0.377 -5.753 0.927
H 1.880 -6.961 -0.612
H 3.905 -5.840 -1.491
H 4.426 -3.527 -0.798
H 2.939 -2.328 0.755
H -0.375 0.604 -2.125
H -0.124 1.044 -4.496
H -2.061 0.833 -6.031
H -4.267 0.152 -5.113
H -4.528 -0.281 -2.736
C 5.171 -0.263 -1.298
P 3.453 0.115 -1.822
C 3.341 -0.888 -3.351
C 3.657 1.806 -2.537
C 2.296 2.496 -2.725
P 1.244 2.300 -1.222
C -0.115 3.481 -1.550
C 2.239 3.213 0.006
H 5.916 0.006 -2.051
H 5.257 -1.332 -1.096
H 5.393 0.266 -0.372
H 4.230 -0.781 -3.978
H 2.463 -0.589 -3.926
H 3.207 -1.937 -3.083
H 4.207 1.753 -3.481
H 4.263 2.386 -1.837
H 1.757 2.044 -3.563
H 2.434 3.557 -2.954
H 0.226 4.519 -1.595
H -0.847 3.391 -0.747
H -0.609 3.226 -2.488
H 2.574 4.174 -0.392
H 3.099 2.622 0.323
H 1.620 3.378 0.884
C -1.223 -3.438 -1.476
C 0.116 -2.978 -2.037
C 0.048 -2.798 -3.544
O 0.533 -1.791 -1.407
H -1.457 -4.448 -1.822
H -2.026 -2.770 -1.801
H -1.212 -3.447 -0.386
H 0.876 -3.741 -1.815
H -0.705 -2.057 -3.816
H -0.224 -3.744 -4.018
H 1.009 -2.482 -3.948
O 1.272 0.746 1.201
O 2.186 -0.175 0.987

Summary:
- spin multiplicity = 3
- calculated total energy (eV) = -98726.6626
- strongest force on any atom (hartree/bohr) = 0.027
- ΔE to the lowest compared entry with this formula, charge and spin (kcal/mol) = 0.0

# 6
ORCA calculation (ωB97M-V with the def2-TZVPD basis set) on C36H36FFeN8O5S as an isolated structure.

Positions of all 88 atoms, in Å:
Fe -1.883 1.056 -1.172
O -0.405 6.532 2.608
C -0.922 6.640 1.477
O -1.156 7.614 0.740
C -1.390 5.275 0.878
C -1.939 5.202 -0.396
C -2.344 3.969 -0.878
N -2.205 2.870 -0.142
C -1.766 2.933 1.114
C -1.328 4.123 1.656
C -1.948 1.648 1.863
C -1.767 1.558 3.237
C -2.073 0.369 3.880
C -2.552 -0.701 3.143
C -2.694 -0.536 1.776
N -2.399 0.602 1.149
C -3.076 3.715 -2.153
C -3.367 4.706 -3.070
C -4.126 4.379 -4.182
C -4.586 3.080 -4.332
C -4.234 2.145 -3.373
N -3.486 2.447 -2.314
H -2.041 6.125 -0.953
H -0.946 4.223 2.665
H -1.429 2.418 3.799
H -1.958 0.297 4.955
H -2.822 -1.639 3.609
H -3.069 -1.341 1.151
H -3.011 5.716 -2.920
H -4.366 5.137 -4.917
H -5.209 2.797 -5.171
H -4.562 1.114 -3.450
C 3.093 -4.870 -0.540
C 1.659 -4.928 -0.030
N 1.033 -3.598 0.049
C 0.112 -3.245 -0.880
C -0.385 -1.992 -1.053
C -1.461 -1.806 -2.106
O -1.557 -2.652 -2.984
O -2.225 -0.776 -1.978
C 0.157 -0.929 -0.271
O -0.065 0.266 -0.476
C 1.051 -1.325 0.819
C 1.479 -0.366 1.731
C 2.291 -0.721 2.765
F 2.734 0.238 3.601
C 2.702 -2.047 2.961
C 2.279 -2.998 2.051
C 1.468 -2.652 0.964
N 3.521 -2.450 4.050
C 3.632 -1.616 5.248
C 4.268 -2.480 6.364
N 4.134 -3.923 5.959
C 5.020 -4.222 4.779
C 4.804 -3.088 3.756
H 3.516 -5.874 -0.586
H 3.726 -4.255 0.102
H 3.118 -4.442 -1.544
H 1.595 -5.416 0.943
H 1.049 -5.511 -0.713
H -0.237 -4.033 -1.537
H 1.183 0.669 1.595
H 2.578 -4.029 2.204
H 2.643 -1.279 5.544
H 4.257 -0.736 5.098
H 3.779 -2.340 7.323
H 5.330 -2.282 6.483
H 3.175 -4.039 5.625
H 4.301 -4.562 6.732
H 4.730 -5.198 4.397
H 6.047 -4.269 5.132
H 4.815 -3.484 2.747
H 5.619 -2.360 3.831
C 0.162 2.736 -6.220
N -0.939 1.860 -5.886
C -1.729 1.202 -6.926
C -2.653 0.268 -6.124
N -2.284 0.571 -4.744
C -1.253 1.419 -4.658
S -0.454 1.898 -3.240
H -0.173 3.498 -6.925
H 0.982 2.175 -6.673
H 0.521 3.219 -5.316
H -1.079 0.664 -7.617
H -2.289 1.944 -7.496
H -2.483 -0.783 -6.346
H -3.703 0.491 -6.303
H -2.539 -0.015 -3.960

Summary:
- spin multiplicity = 5
- net charge = +1
- calculated total energy (eV) = -108011.6911
- strongest force on any atom (hartree/bohr) = 0.016
- ΔE to the lowest compared entry with this formula, charge and spin (kcal/mol) = 6.1

# 7
ORCA calculation (ωB97M-V with the def2-TZVPD basis set) on one molecule with the formula C3H5NO2.

Positions of all 11 atoms, in Å:
C -1.605 -0.230 -0.699
N -1.092 0.307 0.597
C 0.181 0.264 1.004
O 0.979 -0.349 0.092
C 2.321 -0.189 0.356
O 2.813 0.546 1.153
H -2.654 0.033 -0.866
H -1.555 -1.329 -0.667
H -1.004 0.095 -1.553
H -1.011 1.284 0.965
H 2.866 -0.850 -0.325

Summary:
- spin multiplicity = 1
- calculated total energy (eV) = -8774.1002
- strongest force on any atom (hartree/bohr) = 0.048
- ΔE to the lowest compared entry with this formula, charge and spin (kcal/mol) = 82.9

# 8
ORCA calculation (ωB97M-V with the def2-TZVPD basis set) on a 10-piece molecular cluster, H20O10 overall.

Positions of all 30 atoms, in Å:
O 6.717 -23.851 9.107
H 6.853 -23.382 9.872
H 6.206 -24.630 9.340
O 2.702 -26.201 13.979
H 2.360 -26.204 13.090
H 2.324 -26.908 14.442
O 4.383 -21.866 11.203
H 4.669 -20.996 11.427
H 4.449 -22.288 12.115
O 5.522 -26.187 9.283
H 5.530 -26.206 8.298
H 4.667 -25.743 9.558
O 2.484 -24.721 6.528
H 1.553 -24.685 6.220
H 2.838 -23.969 6.910
O 4.760 -24.743 11.939
H 4.474 -24.284 12.702
H 4.727 -25.688 12.157
O 2.344 -26.574 11.351
H 2.958 -27.299 11.515
H 1.567 -26.935 10.984
O 1.683 -23.626 12.490
H 1.711 -22.952 11.793
H 0.890 -24.129 12.223
O 0.858 -24.221 9.072
H 0.476 -24.705 9.788
H 1.772 -24.441 9.193
O 3.408 -24.688 9.718
H 3.930 -23.954 10.168
H 3.265 -25.117 10.537

Summary:
- spin multiplicity = 1
- structure (SMILES) = O.O.O.O.O.O.O.O.O.O
- calculated total energy (eV) = -20799.0378
- strongest force on any atom (hartree/bohr) = 0.079
- ΔE to the lowest compared entry with this formula, charge and spin (kcal/mol) = 82.4

# 9
ORCA calculation (ωB97M-V with the def2-TZVPD basis set) on a 3-piece molecular cluster, C4H9NO2 overall.

Positions of all 16 atoms, in Å:
C -1.296 -0.939 0.651
C -0.141 -1.498 0.308
C 1.140 -1.074 0.880
N 1.205 0.248 1.179
O 1.988 -1.923 1.113
H -2.216 -1.427 0.373
H -1.365 -0.129 1.374
H -0.056 -2.440 -0.215
H 2.107 0.562 1.480
H 0.586 0.928 0.745
H 2.009 1.379 -1.160
H 1.406 1.814 -1.218
C -1.304 1.069 -1.313
O -0.457 1.811 -0.878
H -1.244 0.120 -1.897
H -2.314 1.445 -1.208

Summary:
- spin multiplicity = 1
- structure (SMILES) = C=CC(N)=O.[H][H].C=O
- calculated total energy (eV) = -9876.5750
- strongest force on any atom (hartree/bohr) = 0.024
- ΔE to the lowest compared entry with this formula, charge and spin (kcal/mol) = 80.4

> What is the formula in the ninth record?

C4H9NO2